(1)
ORCA calculation (ωB97M-V/def2-TZVPD) on a molecular structure, F8H8N4NaO20S8 at a distorted geometry.

Last column: natural (NBO) charge in e.
Cartesian coordinates (Å):
H -2.394386 -0.953154 -2.166674  0.461
O -2.689764 1.531857 -3.794149  -0.934
F -0.894836 1.862885 0.757333  -0.517
O -0.072591 -3.127976 2.829617  -0.877
O 2.502377 1.341982 -0.903782  -0.951
O -4.943125 2.906096 1.784947  -0.935
H 0.165125 -1.317325 -3.133626  0.481
O 3.941638 0.129463 4.453311  -0.950
N -2.427811 2.847846 2.315913  -1.034
H -1.205761 -0.789421 -3.576472  0.464
H 1.278036 -3.047543 -2.237392  0.493
O -1.941612 -0.845000 -1.327440  -0.975
S 2.141204 -4.624474 1.181174  2.438
N -0.600359 2.099718 -5.088793  -1.094
S 0.048894 -3.386141 1.436298  2.436
H -2.570162 -0.355674 -0.769741  0.512
O -3.129910 1.174733 0.341493  -0.933
O 1.551662 -2.129562 -2.138331  -0.954
F 2.395458 -1.364522 5.470135  -0.528
Na 0.530497 -0.122881 -0.745030  0.934
O 0.052876 1.836536 -2.438960  -0.909
H 3.145496 1.310350 -1.618257  0.467
S 0.343683 2.463528 -3.711865  2.408
F -3.940086 3.973621 3.671965  -0.548
S -2.280497 1.410400 1.486561  2.383
O 2.680726 2.281243 2.855791  -0.932
S -1.951094 2.522789 -4.531061  2.442
N 0.635488 -4.895933 1.090059  -1.128
O -2.057669 3.932326 -4.162966  -0.940
O 0.918991 3.777099 -3.715230  -0.910
O 2.695608 -4.446491 2.506521  -0.921
F -2.687380 2.579184 -5.952712  -0.534
H 2.772705 2.088740 -0.358777  0.493
O -4.261179 1.588116 3.725103  -0.920
O 2.859403 -3.961168 0.130820  -0.938
S 1.642501 1.266378 2.874153  2.410
F 1.533720 1.536604 -4.237023  -0.518
O 0.393633 -2.276683 0.557089  -0.935
S 2.665325 -0.476554 4.151690  2.426
F -1.430678 -3.724351 0.983569  -0.506
O 1.279261 0.568727 1.681229  -0.919
N 1.428483 0.426267 4.299724  -1.085
F 0.383318 2.233269 3.119604  -0.509
O -1.877541 0.296850 2.299433  -0.876
O -0.323716 -0.973901 -3.902308  -0.960
H 2.486274 -2.124005 -2.364944  0.484
S -3.927094 2.605181 2.755364  2.400
F 2.595646 -6.195885 1.025245  -0.557
O 2.539213 -1.453163 3.091397  -0.901

Forces on atoms 1 to 3 (eV/Å):
-0.2 0.1 0.1
0.3 0.5 -0.2
-0.9 -0.3 0.2

Values from the calculation:
net charge: -3

---

(2)
ORCA calculation (ωB97M-V/def2-TZVPD) on a molecular structure, C3H6O2S at a distorted geometry.

Last column: natural (NBO) charge in e.
Cartesian coordinates (Å):
H -1.027798 0.465960 2.821591  0.222
C -0.564753 0.583877 1.780905  -0.450
O 0.415448 -1.440381 -1.460818  -0.720
H 2.294448 -0.020307 0.155347  0.133
S 1.841094 0.825102 -0.740016  -0.119
O -0.756910 0.311620 -1.649733  -0.727
C -0.438622 -0.413781 0.943114  -0.209
H -0.523298 -1.457349 1.158844  0.199
H -0.995421 1.192865 -1.233646  0.489
C 0.228138 -0.235181 -0.869133  0.485
H -0.468117 1.676194 1.373183  0.206
H -0.004209 -1.488619 -2.279638  0.493

Forces on atoms 1 to 3 (eV/Å):
0.9 0.1 -1.6
-1.3 2.4 0.2
2.3 -1.0 3.3

Values from the calculation:
net charge: 0

---

Per-record orbital gap, eV: 7.5; 9.8
Per-record E, eV: -159879.024; -18135.661
Per-record energy relative to the best compared isomer or geometry (same formula, charge and spin), kcal/mol: 54.92; 75.79